1.
Here is a molecular structure, Fe2I from the OMol25 dataset. Energies are from ωB97M-V/def2-TZVPD.

Results
**ΔE to the lowest compared entry with this formula, charge and spin**: 0.935 eV
**Gap between HOMO and LUMO (alpha / beta)**: 8.10 / 3.11 eV
**LUMO (alpha / beta)**: -14.6 / -16.9 eV
**Total charge**: +3
**Multiplicity**: 9
**Electronic energy**: -76834.71772 eV

Element x y z (Å)
Fe -3.559 0.716 1.656
Fe 3.445 -0.951 -1.431
I 0.114 0.235 -0.225

For reference, the Mulliken charges in units of e are:
1. Fe 1.221
2. Fe 1.358
3. I 0.421



2.
Here is a molecular structure, FeH12O6 from the OMol25 dataset. Energies are from ωB97M-V/def2-TZVPD.

Results
**ΔE to the lowest compared entry with this formula, charge and spin**: 0.427 eV
**Gap between HOMO and LUMO (alpha / beta)**: 14.39 / 9.56 eV
**LUMO (alpha / beta)**: -11.6 / -16.3 eV
**Total charge**: +3
**Multiplicity**: 6
**Electronic energy**: -46836.01701 eV

Element x y z (Å)
H -9.329 7.007 -20.574
Fe -7.204 6.711 -19.110
H -9.824 5.754 -19.737
H -8.197 4.979 -17.379
O -5.404 7.168 -18.235
H -4.573 7.084 -18.750
O -6.522 5.478 -20.514
O -9.096 6.418 -19.816
H -8.700 8.714 -17.920
H -8.286 7.746 -16.873
H -6.742 9.242 -19.999
H -6.437 8.258 -21.229
H -5.043 7.036 -17.331
H -7.090 4.834 -20.995
H -5.806 5.587 -21.135
H -6.655 4.990 -17.061
O -6.899 8.364 -20.376
O -7.982 8.078 -17.723
O -7.315 5.281 -17.721

For reference, the Mulliken charges in units of e are:
1. H 0.375
2. Fe 1.055
3. H 0.350
4. H 0.375
5. O -0.374
6. H 0.355
7. O -0.387
8. O -0.381
9. H 0.383
10. H 0.359
11. H 0.363
12. H 0.368
13. H 0.336
14. H 0.383
15. H 0.351
16. H 0.359
17. O -0.428
18. O -0.441
19. O -0.399



3.
Here is a molecular structure, FeMg4O28PPdS6 from the OMol25 dataset. Energies are from ωB97M-V/def2-TZVPD.

Results
**Gap between HOMO and LUMO (alpha / beta)**: 6.42 / 3.42 eV
**LUMO (alpha / beta)**: 2.6 / -0.1 eV
**Total charge**: -2
**Multiplicity**: 8
**Electronic energy**: -191289.27413 eV

Element x y z (Å)
O -2.446 -1.127 -2.314
S -1.887 -0.048 1.671
Mg -1.238 3.849 -1.240
O -0.455 -5.611 1.936
O -0.841 -2.799 -2.995
O 3.092 -1.559 -1.885
O -0.934 1.127 1.850
Mg -0.873 -3.444 1.343
O -3.312 -3.282 -2.350
Pd 2.609 0.403 -2.293
O -1.431 1.485 -2.760
P -0.194 -4.748 3.199
S 0.044 1.599 -2.385
Mg 0.379 0.438 0.630
O -2.519 -0.591 2.887
S 2.879 -1.884 -0.500
O -0.951 -1.060 0.993
O 3.039 3.648 1.160
O 0.066 0.616 -1.206
S -2.395 5.089 0.294
S -2.002 -2.638 -2.083
O -2.851 0.277 0.569
O 3.109 2.688 -1.020
O -1.764 5.679 -0.998
O 4.386 1.326 0.721
O 2.076 1.380 0.885
O 0.341 3.030 -2.170
O -1.371 -3.003 -0.669
O 0.599 -3.575 2.483
O 0.233 -5.393 4.436
O 2.497 -3.244 -0.199
S 3.201 2.412 0.419
Fe -2.074 0.073 -1.130
O 4.179 -1.465 0.086
O -3.657 5.766 0.601
O 1.000 1.326 -3.347
O -2.755 3.729 -0.217
Mg 3.264 -0.219 1.321
O 1.761 -0.986 0.056
O -1.685 -4.138 2.911
O -1.118 4.873 1.310

For reference, the Mulliken charges in units of e are:
1. O -0.643
2. S 1.434
3. Mg 0.917
4. O -0.701
5. O -0.590
6. O -1.032
7. O -0.445
8. Mg 0.877
9. O -0.626
10. Pd 0.506
11. O -0.761
12. P 0.912
13. S 1.636
14. Mg 1.104
15. O -0.620
16. S 1.418
17. O -0.083
18. O -0.562
19. O -0.016
20. S 1.181
21. S 1.124
22. O -0.644
23. O -0.647
24. O -0.706
25. O -0.682
26. O -0.703
27. O -0.505
28. O -0.306
29. O -0.375
30. O -0.730
31. O -0.643
32. S 1.230
33. Fe 1.178
34. O -0.742
35. O -0.648
36. O -0.977
37. O -0.618
38. Mg 0.405
39. O 0.166
40. O -0.457
41. O -0.626



4.
Here is a molecular structure, H10IO5 from the OMol25 dataset. Energies are from ωB97M-V/def2-TZVPD.

Results
**ΔE to the lowest compared entry with this formula, charge and spin**: 3.037 eV
**Gap between HOMO and LUMO**: 8.64 eV
**LUMO**: 3.3 eV
**Total charge**: -1
**Multiplicity**: 1
**Electronic energy**: -18501.29312 eV

Element x y z (Å)
O 2.117 -1.686 -0.871
H 1.540 0.864 -0.448
H 1.413 -1.038 -0.879
H -0.822 2.895 0.496
H 2.473 1.842 0.234
O 2.468 1.069 -0.330
H -3.455 -0.520 -0.861
I -0.237 0.140 -0.633
H 1.718 -2.470 -0.492
O -3.051 -1.040 -0.167
H 0.826 -0.840 1.964
H -1.314 1.754 -0.368
O -1.606 2.558 0.062
H -0.084 -1.221 0.816
O 0.129 -1.449 1.720
H -2.115 -0.858 -0.243

For reference, the Mulliken charges in units of e are:
1. O -0.648
2. H 0.197
3. H 0.199
4. H 0.284
5. H 0.290
6. O -0.642
7. H 0.334
8. I -0.262
9. H 0.323
10. O -0.633
11. H 0.369
12. H 0.268
13. O -0.706
14. H 0.125
15. O -0.665
16. H 0.165



5.
Here is a molecular structure, H10IO5 from the OMol25 dataset. Energies are from ωB97M-V/def2-TZVPD.

Results
**ΔE to the lowest compared entry with this formula, charge and spin**: 4.873 eV
**Gap between HOMO and LUMO**: 8.35 eV
**LUMO**: 3.3 eV
**Total charge**: -1
**Multiplicity**: 1
**Electronic energy**: -18499.45781 eV

Element x y z (Å)
H 1.630 1.922 -0.036
H 0.304 0.125 1.581
H 0.153 -1.423 0.815
H 0.617 2.519 0.918
H 0.137 0.341 -3.278
O -0.137 0.463 2.361
O 1.330 2.757 0.325
H -1.312 -2.162 -0.450
I 0.861 -0.064 -0.312
H -0.538 1.284 2.073
O -0.426 -2.173 0.947
O -0.253 0.870 -2.581
H -0.993 -0.701 -0.689
O -1.672 -1.361 -0.830
H 0.157 -2.932 0.932
H 0.142 0.535 -1.776

For reference, the Mulliken charges in units of e are:
1. H 0.301
2. H 0.322
3. H 0.223
4. H 0.256
5. H 0.307
6. O -0.655
7. O -0.610
8. H 0.375
9. I -0.856
10. H 0.297
11. O -0.645
12. O -0.679
13. H 0.401
14. O -0.716
15. H 0.303
16. H 0.375



6.
Here is 6 unconnected molecules or ions with the total composition H10IO5 from the OMol25 dataset. Energies are from ωB97M-V/def2-TZVPD.

Results
**ΔE to the lowest compared entry with this formula, charge and spin**: 0.246 eV
**Gap between HOMO and LUMO**: 8.10 eV
**LUMO**: 3.2 eV
**Total charge**: -1
**Multiplicity**: 1
**Electronic energy**: -18504.08426 eV

Element x y z (Å)
H 5.622 2.632 2.602
H 4.517 4.296 8.166
O 4.438 4.484 0.501
O 5.466 1.794 2.167
H 4.698 4.419 1.420
H 6.044 1.179 2.618
H 4.961 3.819 0.055
O 8.708 4.482 2.267
H 5.132 4.776 6.869
I 5.520 4.937 4.032
O 5.356 4.519 7.763
O 8.252 7.221 5.682
H 7.842 7.971 6.113
H 9.011 5.354 2.521
H 7.765 4.499 2.430
H 7.518 6.666 5.419

For reference, the Mulliken charges in units of e are:
1. H 0.204
2. H 0.279
3. O -0.639
4. O -0.630
5. H 0.248
6. H 0.263
7. H 0.313
8. O -0.631
9. H 0.249
10. I -0.566
11. O -0.615
12. O -0.624
13. H 0.288
14. H 0.314
15. H 0.276
16. H 0.272